{
  "formula": "C16H13N2O3PdS4",
  "method": "ωB97M-V with the def2-TZVPD basis set",
  "homo_lumo_gap_ha": [0.2960, 0.1886],
  "lumo_energy_ev": [-3.56, -6.75],
  "homo_energy_ha": [-0.4269, -0.4367],
  "total_charge": 1,
  "multiplicity": 5,
  "s2": 6.06,
  "species": ["Pd", "O", "C", "O", "C", "C", "C", "C", "C", "C", "S", "H", "H", "H", "H", "C", "O", "H", "H", "H", "H", "S", "C", "S", "C", "N", "N", "C", "C", "C", "C", "C", "C", "S", "H", "H", "H", "H", "H"],
  "xyz": [[0.24895, 0.48820, 0.27754], [-1.63080, -0.69409, 0.88111], [-1.89556, 0.23333, 0.08570], [-1.39975, 0.36434, -1.06971], [-2.80012, 1.33422, 0.56194], [-4.17165, 1.20164, 0.54347], [-4.97075, 2.22780, 1.02856], [-4.38422, 3.38919, 1.52016], [-3.01366, 3.53707, 1.53507], [-2.18997, 2.50844, 1.04993], [-0.46974, 2.73063, 1.04751], [-4.60258, 0.29285, 0.15662], [-6.04349, 2.11623, 1.02505], [-5.00737, 4.18765, 1.89013], [-2.56082, 4.44215, 1.90587], [1.70248, -0.63983, 3.36538], [0.70546, -0.55049, 2.35596], [1.86910, -1.67926, 3.65505], [1.40825, -0.05606, 4.23912], [2.61669, -0.23590, 2.93586], [-0.11147, -0.95949, 2.68328], [6.49949, 3.90059, -0.25605], [5.35525, 2.71330, -0.12035], [4.22433, 2.36511, -1.39887], [3.46128, 1.17760, -0.31170], [4.04827, 1.10325, 0.83607], [5.09394, 1.91888, 0.95022], [5.88365, 1.85697, 2.11873], [5.26820, 1.53215, 3.32459], [6.02565, 1.46055, 4.47863], [7.38922, 1.71688, 4.44101], [7.99826, 2.02696, 3.23567], [7.25584, 2.08240, 2.07100], [2.23287, 0.19018, -0.94304], [4.20495, 1.35447, 3.34205], [5.54805, 1.21321, 5.41381], [7.97822, 1.67259, 5.34385], [9.05899, 2.21308, 3.19091], [7.75911, 2.27160, 1.13622]],
  "atomic_forces_ev_per_a": [[0.9, -0.1, 1.2], [0.2, -0.2, 0.4], [-1.8, 0.3, -0.2], [0.0, 0.0, -0.8], [0.1, -0.4, -0.1], [0.2, -0.1, 0.0], [0.2, -0.1, -0.1], [0.2, 0.3, 0.1], [-0.3, 0.2, 0.0], [0.7, 0.1, 0.0], [-0.6, -0.6, -0.2], [-0.1, -0.1, 0.0], [-0.1, 0.0, 0.0], [-0.1, 0.1, 0.1], [0.0, 0.1, 0.1], [0.2, 0.0, 0.1], [-0.3, -0.2, 0.2], [0.0, 0.1, 0.0], [0.1, 0.0, 0.0], [0.0, 0.0, 0.0], [0.1, 0.2, -0.4], [0.1, 0.4, 0.0], [-0.3, 0.1, -0.7], [0.1, -0.6, 1.2], [0.1, 0.7, -1.6], [0.1, -0.6, 1.3], [0.0, 0.5, -0.6], [0.3, -0.1, 0.5], [-0.1, 0.0, 0.0], [-0.2, 0.0, -0.1], [0.1, 0.1, -0.1], [0.0, 0.0, 0.1], [0.1, 0.0, -0.1], [0.1, 0.2, -0.4], [-0.1, 0.0, 0.0], [-0.1, 0.0, 0.1], [0.0, 0.0, 0.1], [0.1, 0.0, 0.0], [0.0, -0.2, 0.0]]
}